(1)
Below is a structure of composition C33H40BFeN10 at a distorted geometry, with properties calculated with ωB97M-V with the def2-TZVPD basis set.

* gap between HOMO and LUMO (alpha / beta): 0.254 / 0.266 Ha
* energy relative to the best compared isomer or geometry (same formula, charge and spin): 0.0 kJ/mol
* spin multiplicity: 5
* E_HOMO (alpha / beta): -9.0 / -9.4 eV
* charge: +1
* calculated total energy: -84832.4080 eV

Each line ends with the Mulliken spin population.
Geometry (Å):
Fe -0.4799 -0.4914 -0.1015  3.5756
C -2.1769 -3.0169 -0.4313  0.0322
N -2.4043 -1.5806 -0.5719  0.0650
C -3.1567 -1.2431 -1.7685  0.0210
C -2.6911 0.0608 -2.3666  0.0199
C -3.2365 0.5418 -3.5530  0.0001
C -2.7722 1.7381 -4.0618  0.0009
C -1.7794 2.4252 -3.3729  0.0019
C -1.2902 1.8735 -2.2079  0.0202
N -1.7372 0.7134 -1.7099  -0.0244
C -2.9431 -0.9344 0.6580  0.0244
C -1.8303 -0.7588 1.6759  0.0115
C -1.5904 0.5707 2.2785  0.0001
C -0.6693 0.5055 3.4357  0.0389
C -0.4188 -0.6578 4.0491  -0.0117
C -0.9853 -1.8749 3.5351  0.0506
N -1.6459 -1.8999 2.4299  -0.0201
C -0.8805 -3.4300 -1.0796  0.0000
C -0.6717 -4.7265 -1.5307  0.0007
C 0.5852 -5.0792 -1.9913  -0.0033
C 1.5978 -4.1314 -1.9851  0.0018
C 1.3022 -2.8597 -1.5293  0.0011
N 0.0892 -2.5144 -1.0996  0.0292
H -3.0078 -3.6023 -0.8408  0.0021
H -2.1113 -3.2438 0.6361  -0.0032
H -4.2329 -1.1846 -1.5567  -0.0015
H -3.0315 -2.0307 -2.5156  0.0027
H -4.0076 -0.0215 -4.0622  0.0007
H -3.1746 2.1340 -4.9848  -0.0001
H -1.3891 3.3646 -3.7379  0.0001
H -0.5043 2.3586 -1.6415  -0.0032
H -3.7902 -1.5063 1.0587  -0.0016
H -3.3235 0.0399 0.3503  -0.0087
H -2.4717 1.1649 2.5355  0.0080
H -0.2951 1.4408 3.8351  -0.0030
H 0.1941 -0.6891 4.9403  -0.0002
H -0.8673 -2.8005 4.0870  0.0017
H -1.4799 -5.4456 -1.5077  0.0006
H 0.7757 -6.0837 -2.3453  -0.0002
H 2.5951 -4.3711 -2.3254  0.0002
H 2.0536 -2.0795 -1.4898  -0.0018
C -3.2645 2.6155 0.6569  0.0011
C -1.7962 2.7200 0.8835  0.0065
C -1.0659 3.8785 0.8479  0.0081
C 0.2533 3.5153 1.1124  0.0021
C 1.4011 4.4635 1.1403  0.0003
N 0.3237 2.1936 1.2954  0.0038
N -0.9637 1.6690 1.1612  0.0510
B 1.7390 1.4350 1.0262  -0.0687
N 1.9252 1.2506 -0.4934  -0.0165
N 1.1419 0.3934 -1.2030  0.1038
C 1.5393 0.4482 -2.4697  0.0031
C 0.8684 -0.3340 -3.5501  0.0053
C 2.6363 1.3133 -2.5783  0.0021
C 2.8689 1.7840 -1.3028  0.0043
C 3.9992 2.6419 -0.8389  0.0002
N 1.8673 0.1075 1.7284  -0.0269
N 1.1685 -0.9754 1.2879  0.0636
C 1.6233 -2.0255 1.9666  0.0030
C 1.1363 -3.4233 1.7813  0.0043
C 2.6308 -1.6128 2.8550  0.0155
C 2.7545 -0.2552 2.6795  0.0032
C 3.6639 0.7092 3.3617  0.0004
H -3.6841 3.6171 0.5928  0.0002
H -3.7876 2.0788 1.4469  -0.0006
H -3.4638 2.1034 -0.2859  -0.0008
H -1.4324 4.8744 0.6651  0.0006
H 1.0177 5.4697 1.2984  0.0000
H 1.9239 4.4540 0.1847  0.0004
H 2.1148 4.2261 1.9241  0.0001
H 2.5591 2.1965 1.4255  0.0002
H -0.0588 -0.7745 -3.1883  0.0020
H 1.5084 -1.1404 -3.9117  0.0003
H 0.6430 0.3109 -4.4002  0.0002
H 3.2101 1.5383 -3.4615  0.0008
H 4.6863 2.8000 -1.6674  0.0001
H 4.5473 2.1599 -0.0296  0.0001
H 3.6794 3.6193 -0.4838  -0.0001
H 0.1577 -3.4383 1.3163  0.0018
H 1.0528 -3.9170 2.7483  -0.0035
H 1.8351 -4.0014 1.1729  -0.0001
H 3.1884 -2.2299 3.5394  -0.0001
H 4.2513 0.1863 4.1132  0.0001
H 3.1021 1.5015 3.8582  0.0003
H 4.3521 1.1788 2.6582  0.0000

Forces on the atoms, in the same order (eV/Å):
0.4 -0.8 -0.6
-0.1 0.0 0.0
-0.2 0.0 0.1
0.0 0.0 0.0
-0.1 0.1 0.0
0.0 0.0 0.0
0.0 0.0 0.0
0.0 0.0 0.0
0.0 0.0 0.0
0.1 0.0 0.0
-0.1 0.1 0.1
-0.4 0.0 0.2
0.1 -0.2 0.2
0.0 0.1 0.1
0.0 0.0 -0.1
0.0 -0.1 0.1
0.1 0.0 -0.1
0.1 -0.1 0.0
0.0 0.0 0.0
0.0 0.0 0.0
0.0 0.0 0.0
0.0 0.0 0.0
-0.2 0.2 0.1
0.0 0.0 0.0
0.0 0.0 0.0
0.0 0.0 0.0
0.0 0.0 0.0
0.0 0.0 0.0
0.0 0.0 0.0
0.0 0.0 0.0
0.0 0.0 0.0
0.0 -0.1 0.0
0.0 0.0 0.0
0.0 0.1 -0.2
0.0 0.0 0.0
0.0 0.0 0.0
0.0 0.0 0.0
0.0 0.0 0.0
0.0 0.0 0.0
0.0 0.0 0.0
0.0 0.0 0.0
0.0 0.0 0.0
0.1 0.0 0.0
0.0 0.0 0.0
0.0 0.0 0.0
0.0 0.0 0.0
0.1 0.0 -0.1
0.0 0.3 -0.1
-0.2 0.2 0.1
0.2 -0.1 0.0
-0.2 0.5 0.1
0.1 -0.1 0.0
0.0 0.0 0.0
0.0 -0.1 0.0
0.0 0.0 0.0
0.0 0.0 0.0
-0.1 0.0 0.0
0.1 -0.1 0.0
0.0 0.1 0.0
0.0 0.0 0.0
0.0 0.0 0.0
0.0 0.0 -0.1
0.0 0.0 0.0
0.0 0.0 0.0
0.0 0.0 0.0
0.0 0.0 0.0
0.0 0.0 0.0
0.0 0.0 0.0
0.0 0.0 0.0
0.0 0.0 0.0
0.0 0.0 0.0
0.0 0.0 0.0
0.0 0.0 0.0
0.0 0.0 0.0
0.0 0.0 0.0
0.0 0.0 0.0
0.0 0.0 0.0
0.0 0.0 0.0
0.0 0.0 0.0
0.0 0.0 0.0
0.0 0.0 0.0
0.0 0.0 0.0
0.0 0.0 0.0
0.0 0.0 0.0
0.0 0.0 0.0



(2)
Below is a structure of composition C35H27N5O5PTa, with properties calculated with ωB97M-V with the def2-TZVPD basis set.

* gap between HOMO and LUMO: 0.276 Ha
* energy relative to the best compared isomer or geometry (same formula, charge and spin): 50.0 kJ/mol
* E_HOMO: -14.2 eV
* charge: +2
* calculated total energy: -65252.0768 eV

Each line ends with the Löwdin charge.
Geometry (Å):
Ta -0.5571 -0.1586 0.0481  1.7748
O -0.6672 1.8597 3.6768  0.1254
C -0.3237 1.2767 2.6774  -0.4628
N -1.0562 1.1615 1.5169  -0.1297
C -2.4030 1.7282 1.5360  -0.1152
C -3.3393 0.7596 0.8735  -0.2518
C -4.7162 0.8348 0.9954  0.0215
C -5.5046 -0.0840 0.3237  0.0054
C -4.8989 -1.0562 -0.4638  0.0004
C -3.5265 -1.0709 -0.5532  -0.0807
N -2.7551 -0.1846 0.1106  -0.0594
C 0.9551 0.4883 2.6128  -0.1821
C 1.8248 0.4097 3.6784  0.0514
C 2.9020 -0.4628 3.5824  0.0115
C 3.0535 -1.2300 2.4373  -0.0065
C 2.1419 -1.0884 1.4075  -0.1151
N 1.1111 -0.2389 1.4981  -0.0745
H -2.4222 2.6770 0.9886  0.1463
H -2.7004 1.9419 2.5637  0.1339
H -5.1549 1.6052 1.6147  0.1366
H -6.5823 -0.0465 0.4121  0.1316
H -5.4732 -1.7985 -0.9985  0.1319
H -3.0189 -1.7980 -1.1711  0.1275
H 1.6363 1.0138 4.5550  0.1397
H 3.6069 -0.5533 4.3980  0.1320
H 3.8704 -1.9296 2.3316  0.1295
H 2.2293 -1.6597 0.4900  0.1259
C 3.8017 -1.5960 -4.5059  -0.0432
C 4.4394 -0.5398 -3.8732  -0.0497
C 3.7805 0.1859 -2.8917  -0.0751
C 2.4728 -0.1532 -2.5513  -0.3492
C 1.8316 -1.2197 -3.1879  -0.0885
C 2.4969 -1.9359 -4.1665  -0.0507
P 1.5112 0.7737 -1.3556  1.0332
C 2.5469 1.8965 -0.4015  -0.3560
C 2.0907 3.1849 -0.1264  -0.0735
C 2.8328 4.0238 0.6930  -0.0509
C 4.0306 3.5857 1.2373  -0.0483
C 4.4939 2.3047 0.9610  -0.0550
C 3.7548 1.4609 0.1488  -0.1168
C 0.2047 1.6862 -2.1455  -0.4138
C 0.2454 2.6122 -3.1842  -0.0425
C -0.9509 3.1470 -3.6197  -0.0307
C -2.1545 2.7451 -3.0345  -0.0375
C -2.1816 1.8068 -2.0184  -0.0848
C -0.9807 1.2478 -1.5397  -0.2959
H 4.3217 -2.1587 -5.2694  0.1196
H 5.4517 -0.2748 -4.1464  0.1185
H 4.2787 1.0208 -2.4173  0.1045
H 0.8154 -1.4910 -2.9236  0.0946
H 2.0025 -2.7605 -4.6613  0.1183
H 1.1605 3.5430 -0.5495  0.1067
H 2.4777 5.0249 0.8969  0.1177
H 4.6123 4.2458 1.8664  0.1184
H 5.4400 1.9708 1.3663  0.1173
H 4.1387 0.4730 -0.0767  0.1058
H 1.1846 2.8987 -3.6410  0.1268
H -0.9627 3.8717 -4.4229  0.1230
H -3.0813 3.1698 -3.3979  0.1202
H -3.1449 1.5077 -1.6276  0.0921
O -3.4959 -5.9642 1.9785  0.1706
C -3.3568 -4.8260 1.2973  -0.4716
O -3.9041 -4.6297 0.2530  0.1618
C -2.5236 -3.7375 1.9039  -0.0387
C -2.7281 -3.0145 3.0637  0.0403
N -1.9370 -1.9256 2.9925  0.0612
N -1.2160 -1.8968 1.8692  0.0434
C -1.5650 -2.9907 1.2085  -0.1674
C -0.9620 -3.1830 -0.1303  -0.4459
O -0.8007 -4.1794 -0.7387  0.2281
O -0.5798 -1.9369 -0.6222  -0.2455
H -2.9187 -5.9903 2.7539  0.1330
H -3.3843 -3.1737 3.9044  0.1526
H -1.8206 -1.2058 3.6906  0.1758

Forces on the atoms, in the same order (eV/Å):
0.4 -0.1 0.4
0.0 0.0 0.0
0.0 0.0 0.0
0.0 -0.1 0.2
0.1 0.0 0.0
0.0 0.0 0.0
0.0 0.0 0.0
0.0 0.0 0.0
0.0 0.0 0.0
0.0 0.0 0.0
-0.4 0.1 0.0
-0.1 0.0 0.1
0.1 0.0 -0.1
0.0 0.0 0.0
0.0 0.0 -0.1
0.1 0.0 0.0
0.1 -0.1 0.1
0.0 0.0 0.0
0.0 0.0 0.0
0.0 0.0 0.0
0.0 0.0 0.0
0.0 0.0 0.0
0.0 0.0 0.0
0.0 0.0 0.0
0.0 0.0 0.0
0.0 0.0 0.0
0.0 0.0 0.0
0.0 0.0 0.0
0.0 0.0 0.0
0.0 0.1 -0.1
0.0 -0.2 0.1
0.0 0.0 0.0
0.0 0.0 0.0
-0.2 0.2 0.1
0.1 0.0 -0.1
0.0 0.0 0.1
0.0 0.0 0.0
0.0 0.0 0.0
0.0 0.0 0.0
0.0 0.0 0.0
0.0 0.1 -0.2
0.0 -0.1 0.1
-0.1 0.0 0.0
0.0 0.0 0.0
0.1 0.0 -0.1
-0.2 0.2 -0.3
0.0 0.0 0.0
0.0 0.0 0.0
0.0 0.0 0.0
0.0 0.0 0.0
0.0 0.0 0.0
0.0 0.0 0.0
0.0 0.0 0.0
0.0 0.0 0.0
0.0 0.0 0.0
0.0 0.0 0.0
0.0 0.0 0.0
0.0 0.0 0.0
0.0 0.0 0.0
0.0 0.0 0.0
0.1 0.1 0.0
-0.1 -0.1 0.1
0.0 0.0 0.0
0.0 0.1 0.1
0.0 0.0 0.0
0.0 0.0 0.0
-0.1 0.1 -0.2
0.0 -0.1 0.0
0.1 0.5 -0.3
-0.1 -0.1 0.1
0.1 -0.5 -0.1
0.0 -0.1 0.0
0.0 0.0 0.0
0.0 0.0 0.0



(3)
Below is a structure of composition C16H23Br6NO8 at a distorted geometry, with properties calculated with ωB97M-V with the def2-TZVPD basis set.

* gap between HOMO and LUMO: 0.352 Ha
* energy relative to the best compared isomer or geometry (same formula, charge and spin): 0.0 kJ/mol
* E_HOMO: -10.0 eV
* charge: 0
* calculated total energy: -455085.8486 eV

Each line ends with the Löwdin charge.
Geometry (Å):
C 2.5349 1.2788 -0.7140  -0.0415
C 2.6529 2.6426 -0.4574  -0.0518
C 1.5229 3.3307 -0.0330  -0.0010
C 0.3094 2.6589 0.0365  -0.1745
C 0.2125 1.2858 -0.1177  -0.0029
C 1.3148 0.6264 -0.6507  -0.0619
N -0.8288 3.4097 0.6196  -0.3773
O -0.7813 4.6175 0.5942  0.0339
O -1.7691 2.7559 1.0142  0.0308
H 3.4009 0.6967 -1.0068  0.1184
H 3.6543 3.0374 -0.3590  0.1093
H 1.6538 4.3793 0.1915  0.1214
H -0.7288 0.7661 -0.0019  0.1077
H 1.2463 -0.4225 -0.9095  0.0942
C -0.4421 -0.2534 4.0058  -0.0669
C 0.9418 -0.7415 3.6710  -0.1942
O 0.7941 -1.9286 2.8564  -0.0572
C 1.9045 -2.5846 2.4880  -0.6174
O 2.9979 -2.4072 2.9458  0.1440
O 1.5259 -3.5041 1.6123  -0.0410
C 2.3892 -4.6237 1.4575  -0.0354
H -0.9878 -0.2809 3.0572  0.0378
H -0.5469 0.7616 4.3822  0.0866
H -0.9628 -0.9395 4.6758  0.0857
H 1.4338 -1.0513 4.5922  0.1276
H 1.4623 0.0063 3.0821  0.1272
H 3.4236 -4.3063 1.3204  0.0971
H 2.0461 -5.2443 0.6370  0.0906
H 2.4066 -5.2099 2.3789  0.1025
C 0.0816 2.4182 -3.1091  -0.0582
C -0.1847 1.0263 -3.6998  -0.2043
O 0.6990 0.0575 -3.1411  0.0252
C 0.1914 -0.9807 -2.4928  -0.6620
O -0.9543 -1.1031 -2.1352  0.1128
O 1.1533 -1.8629 -2.2779  -0.0037
C 0.8211 -3.0983 -1.6829  -0.0452
H -0.5341 3.1488 -3.6317  0.0662
H 1.1348 2.6479 -3.2631  0.0887
H -0.2232 2.4194 -2.0630  0.0421
H 0.0398 1.1189 -4.7622  0.1271
H -1.2211 0.7573 -3.5057  0.0428
H 0.1954 -3.6935 -2.3530  0.1066
H 0.3449 -3.0830 -0.6978  0.0388
H 1.6871 -3.7544 -1.5939  0.0936
C -3.7266 2.6084 -1.8578  -1.5555
Br -5.6361 2.5971 -1.3856  0.5292
Br -3.1119 4.4172 -1.5246  0.6436
Br -3.5400 2.0778 -3.7085  0.6419
H -3.2391 1.8377 -1.2744  -0.0771
C -3.3204 -1.5967 1.8945  -1.4843
Br -4.6301 -3.0272 2.3005  0.5436
Br -3.9789 -0.2066 0.6581  0.5782
Br -1.6936 -2.4006 1.1118  0.6601
H -3.1352 -1.0809 2.8268  -0.0422

Forces on the atoms, in the same order (eV/Å):
0.2 -0.1 -0.6
-0.2 -1.1 1.0
0.6 0.3 -0.8
0.6 0.3 1.8
-0.1 0.0 -0.9
0.0 0.1 1.4
0.2 -0.3 -0.8
0.2 0.2 0.3
-0.3 -0.1 0.3
0.1 0.1 0.0
-0.1 0.5 -0.3
-0.5 0.0 0.2
-0.1 0.1 0.1
0.4 0.5 0.8
-1.0 -0.5 -0.9
0.0 -0.4 0.5
0.0 0.3 -0.3
-0.7 0.5 1.2
0.3 -0.1 -0.3
-0.3 -0.5 -0.6
0.9 -0.1 0.6
-0.2 0.2 0.1
0.5 0.0 0.1
0.1 0.0 0.1
0.6 0.4 -0.2
0.5 0.0 0.2
-0.1 0.1 -0.3
-0.2 0.2 -0.1
-0.3 -0.1 0.0
-0.3 -0.8 -0.2
-0.4 1.3 0.1
0.6 -0.5 -0.5
-1.6 0.0 -0.5
0.2 -0.1 0.0
1.2 -0.3 -0.1
-0.7 -1.7 -0.1
0.0 0.0 -0.1
0.0 0.2 0.3
0.3 0.3 -0.5
-0.2 -0.6 -0.1
0.2 -0.3 -0.3
-0.4 0.4 0.0
0.1 0.7 -0.3
0.6 0.8 0.0
-1.1 0.5 -0.3
0.5 -0.3 0.0
0.2 -0.7 -0.2
-0.1 0.2 0.1
0.2 0.4 0.3
-0.1 -0.5 -1.0
0.6 0.9 -0.3
0.0 -0.7 0.6
-1.1 0.5 0.6
0.3 -0.2 0.0



(4)
Below is a cluster of 2 separate species, C33H37N2 in total at a distorted geometry, with properties calculated with ωB97M-V with the def2-TZVPD basis set.

* gap between HOMO and LUMO: 0.156 Ha
* energy relative to the best compared isomer or geometry (same formula, charge and spin): 0.0 kJ/mol
* E_HOMO: -9.1 eV
* charge: +1
* calculated total energy: -37794.6843 eV

Each line ends with the Löwdin charge.
Geometry (Å):
C -2.6591 -5.7490 -0.6478  -0.0453
C -1.5899 -4.7365 -0.3612  -0.2836
C -0.4304 -4.6921 -1.1423  -0.0085
C 0.5503 -3.7145 -0.9458  -0.2048
C 1.7284 -3.7256 -1.8695  -0.0435
C 0.3571 -2.7662 0.0781  -0.1202
N 1.3411 -1.7596 0.2730  0.0313
C 1.0742 -0.4112 0.4201  -0.2610
C -0.1074 0.2481 0.2464  0.0259
N 2.2936 0.1743 0.7232  0.0153
C 2.4095 1.4924 1.2578  -0.1452
C 2.4435 1.6328 2.6517  -0.1823
C 2.4732 0.4570 3.5795  -0.0230
C 2.4109 2.9213 3.1891  0.0037
C 2.3841 4.0505 2.3688  -0.2601
C 2.3124 5.4068 3.0000  -0.0493
C 2.4350 3.8828 0.9810  0.0020
C 2.4721 2.6058 0.4065  -0.1995
C 2.6315 2.4433 -1.0731  -0.0314
C 3.2632 -0.7995 0.8047  -0.0425
C 2.6873 -1.9764 0.4925  -0.0470
C -0.7350 -2.8654 0.9583  -0.1968
C -0.8393 -2.0887 2.2324  -0.0345
C -1.7347 -3.8055 0.6737  -0.0223
H -3.5596 -5.5434 -0.0577  0.0804
H -2.9253 -5.7356 -1.7138  0.0849
H -2.3230 -6.7673 -0.4087  0.0919
H -0.2998 -5.4092 -1.9573  0.1325
H 2.3775 -2.8507 -1.7901  0.0696
H 2.3417 -4.6222 -1.6894  0.1002
H 1.3892 -3.7937 -2.9134  0.0840
H -0.0906 1.3265 0.3810  0.0670
H -0.9969 -0.3693 0.1389  0.0502
H 2.7014 0.8401 4.5820  0.0833
H 1.5017 -0.0560 3.6519  0.0881
H 3.2505 -0.2777 3.3305  0.0778
H 2.4106 3.0252 4.2767  0.1265
H 2.3672 6.1881 2.2391  0.0764
H 1.3781 5.5249 3.5628  0.0889
H 3.1367 5.5514 3.7086  0.0892
H 2.4609 4.7557 0.3234  0.1175
H 2.6701 3.4351 -1.5374  0.0825
H 3.5651 1.9257 -1.3383  0.0955
H 1.8014 1.8954 -1.5357  0.0527
H 4.2739 -0.5582 1.0910  0.1360
H 3.1109 -2.9609 0.4174  0.1281
H -1.7137 -2.4624 2.7786  0.0833
H 0.0324 -2.2297 2.8874  0.0973
H -1.0154 -1.0180 2.0955  0.0624
H -2.6315 -3.8184 1.2986  0.1239
C -3.1890 -0.5216 -1.6213  -0.0902
C -2.5629 -1.8572 -2.1537  -0.1223
C -1.2481 -1.4358 -2.7180  0.0423
C -1.0046 -0.0949 -2.4829  -0.0176
C -2.0939 0.4909 -1.7918  -0.1122
C -2.3136 1.8967 -1.6002  -0.1653
C -1.2298 2.8086 -1.5977  -0.0024
C -1.4541 4.1786 -1.4702  -0.0379
C -2.7658 4.6737 -1.4750  -0.0314
C -3.8511 3.7877 -1.4552  -0.0487
C -3.6331 2.4176 -1.4663  0.0097
H -4.0967 -0.2668 -2.1965  0.1403
H -3.5102 -0.6273 -0.5713  0.1473
H -2.4331 -2.5276 -1.2871  0.0988
H -3.2114 -2.3791 -2.8740  0.1370
H -0.5919 -2.1170 -3.2533  0.1228
H -0.1128 0.4633 -2.7739  0.1282
H -0.2135 2.4081 -1.6490  0.0867
H -0.5976 4.8510 -1.3742  0.1163
H -2.9373 5.7484 -1.4887  0.1186
H -4.8711 4.1675 -1.4232  0.1173
H -4.4637 1.7152 -1.3951  0.1158

Forces on the atoms, in the same order (eV/Å):
-0.2 -0.2 -0.1
0.2 0.3 0.0
-0.1 0.3 0.3
-0.7 0.0 0.1
0.4 -0.1 -0.5
0.1 -0.5 -0.1
-0.7 0.4 0.1
-0.1 0.4 -0.3
0.3 -0.1 0.3
-0.4 0.3 -0.1
0.1 0.4 0.2
-0.3 0.4 -0.2
0.0 -0.1 0.6
0.1 -0.2 -0.3
0.0 -0.3 -0.1
0.0 0.3 0.1
0.0 -0.3 0.2
-0.1 -0.1 0.6
0.0 0.2 -0.5
0.3 -0.8 -0.2
1.1 -0.1 0.5
0.0 -0.3 -0.3
-0.6 0.1 0.6
0.3 -0.2 -0.2
0.2 -0.1 -0.2
0.0 0.0 0.3
-0.1 0.2 0.0
0.0 0.1 0.3
-0.2 -0.1 0.0
-0.1 0.3 0.0
0.1 0.0 0.2
-0.4 -0.4 0.1
0.2 0.6 0.2
-0.1 -0.2 -0.2
0.3 0.1 -0.2
-0.3 0.2 0.0
0.0 0.1 -0.3
0.0 0.0 0.2
0.2 0.0 -0.1
-0.1 0.0 -0.2
0.0 -0.2 0.2
0.0 -0.2 0.0
-0.3 0.1 0.1
0.2 -0.1 0.1
0.0 -0.1 -0.1
0.0 0.0 0.1
0.2 0.0 0.0
-0.1 0.1 -0.3
0.3 -0.1 0.0
0.3 -0.1 -0.1
0.3 -1.0 -0.1
-0.3 0.6 0.5
-0.4 1.1 0.3
0.3 -0.9 -0.2
-0.8 0.1 -1.2
0.0 0.8 0.3
-0.2 0.1 0.1
0.1 -0.3 -0.2
0.2 -0.4 0.1
0.1 -0.1 0.0
0.5 -0.3 0.0
0.5 0.1 0.2
0.2 0.2 -0.3
0.2 0.0 -0.4
0.3 0.1 0.1
-0.1 0.2 0.1
-0.3 -0.3 0.1
-0.4 0.3 0.1
-0.4 -0.2 -0.2
0.0 -0.2 0.1
0.3 -0.1 0.0
0.1 0.4 -0.1